Entry 1:
DFT (ωB97M-V with the def2-TZVPD basis set) results for C19H30IrN3OPSi as an isolated structure.

total charge: 0
energy above the lowest of the compared OMol25 structures with the same formula, charge and spin: 26.14 kcal/mol
maximum force: 4.9 eV/Å
frontier orbital gap (spin up / spin down): 4.7 / 5.6 eV
⟨S²⟩: 8.846
spin multiplicity: 6
energy: -1716.38980 a.u.

Last column: Mulliken charge in e.
Positions of all 56 atoms, in Å:
Ir: -0.037 0.425 -0.167  1.262
P: -0.534 0.671 -2.346  0.565
Si: 2.221 0.563 -0.858  0.485
O: -1.885 1.406 0.118  -0.731
N: 0.235 0.014 1.949  -0.052
N: -0.486 -1.382 -0.229  0.036
N: 3.783 0.554 5.164  -0.567
C: -1.163 3.691 -0.265  -1.331
C: -0.396 -2.699 -0.352  0.040
C: -1.361 2.513 0.613  1.006
C: -0.316 -5.502 -0.779  -0.495
C: 0.796 -3.340 -0.846  0.087
C: 2.807 0.287 4.617  -0.074
C: 3.045 2.198 -0.407  -1.074
C: -1.579 2.778 2.085  -1.424
C: -0.786 -0.564 2.613  -0.588
C: -0.029 -0.794 -3.439  -1.002
C: -1.509 -4.875 -0.225  -0.708
C: 0.799 -4.696 -1.063  -0.697
C: -1.512 -3.507 -0.020  -0.306
C: 1.367 0.275 2.618  -0.240
C: 1.529 -0.043 3.958  0.259
C: 0.060 2.144 -3.290  -1.148
C: -0.710 -0.910 3.987  -0.853
C: -2.358 0.701 -2.636  -1.165
C: 0.488 -0.660 4.643  -0.555
H: -1.671 1.836 2.630  0.275
H: 2.796 2.509 0.616  0.317
H: 0.615 -0.905 5.714  0.390
H: -2.529 3.349 2.065  0.451
H: -2.400 -3.013 0.384  0.353
H: -0.742 3.410 2.499  0.286
H: 0.470 1.660 0.345  0.186
H: -1.565 -1.404 4.459  0.398
H: 4.124 2.029 -0.492  0.413
H: -1.251 4.603 0.346  0.485
H: 1.085 -0.911 -3.355  0.243
H: -2.578 0.624 -3.722  0.456
H: 2.729 2.971 -1.115  0.291
H: 1.683 -5.154 -1.464  0.391
H: -2.743 1.651 -2.232  0.291
H: -0.204 3.783 -0.769  0.138
H: 1.155 2.158 -3.285  0.285
H: 2.464 0.351 -2.309  -0.274
H: -1.975 3.742 -1.019  0.271
H: -1.698 -0.763 2.065  0.588
H: -2.324 -5.488 -0.007  0.459
H: 2.943 -0.512 -0.078  -0.220
H: -0.317 2.097 -4.335  0.450
H: -2.829 -0.132 -2.094  0.314
H: -0.334 3.053 -2.796  0.231
H: 2.168 0.740 2.030  0.251
H: -0.337 -0.585 -4.489  0.485
H: 1.637 -2.711 -1.046  0.327
H: -0.534 -1.702 -3.033  0.277
H: -0.309 -6.535 -0.952  0.464


Entry 2:
DFT (ωB97M-V with the def2-TZVPD basis set) results for C20H56N5O6Ti as an isolated structure.

total charge: 0
energy above the lowest of the compared OMol25 structures with the same formula, charge and spin: 0.00 kcal/mol
maximum force: 2.8 eV/Å
frontier orbital gap (spin up / spin down): 4.1 / 8.9 eV
⟨S²⟩: 3.752
spin multiplicity: 4
energy: -2370.06217 a.u.

Last column: Mulliken charge in e.
Positions of all 88 atoms, in Å:
Ti: -0.176 0.881 -14.380  -0.108
O: 0.159 1.641 -16.381  -0.979
O: 4.389 3.431 -18.136  -0.453
O: 1.708 -0.589 -20.271  -0.352
O: -4.782 0.412 -15.676  -0.345
O: 4.632 0.683 -11.994  -0.361
O: -4.463 2.984 -12.346  -0.192
N: -2.138 -0.503 -14.723  -0.089
N: 0.150 -1.047 -16.997  -0.358
N: -1.719 2.421 -13.054  0.148
N: 2.816 0.814 -15.965  -0.415
N: 1.898 0.637 -13.257  -0.106
C: 0.634 -2.853 -18.489  -1.696
C: -5.731 1.424 -15.896  -0.583
C: 6.109 0.904 -11.996  -0.795
C: 3.773 1.883 -16.319  0.352
C: -3.441 3.879 -12.010  -0.835
C: 5.190 1.335 -16.369  -1.708
C: 2.005 1.090 -10.861  -1.643
C: 3.915 1.815 -12.474  -0.585
C: 0.990 -1.429 -18.151  0.410
C: -0.936 3.816 -11.232  -1.298
C: 4.479 4.570 -17.319  -0.675
C: 0.770 -0.344 -19.292  -0.402
C: -4.596 0.019 -14.309  0.318
C: -5.746 3.541 -12.548  -0.993
C: -3.085 -1.293 -12.700  -1.271
C: 3.416 2.434 -17.725  -0.251
C: -3.433 -1.030 -14.205  0.016
C: 1.282 -0.182 -21.599  -0.823
C: -2.145 3.014 -11.734  0.122
C: 2.355 1.582 -12.290  0.471
H: 5.070 5.342 -17.811  0.275
H: 5.363 0.725 -15.482  0.421
H: 4.197 2.166 -13.467  0.259
H: -0.831 -0.954 -17.220  0.280
H: 2.025 -0.346 -22.379  0.282
H: 6.482 1.623 -11.267  0.294
H: -5.796 2.143 -15.080  0.106
H: -6.650 0.861 -16.062  0.299
H: 1.890 1.166 -16.162  0.278
H: 2.376 2.759 -17.775  0.495
H: 2.007 -1.348 -17.769  0.041
H: 2.339 0.845 -14.142  0.200
H: 5.279 0.652 -17.214  0.418
H: 0.704 2.104 -17.047  -0.146
H: 2.360 -0.197 -12.924  0.296
H: -1.595 -1.340 -14.564  0.278
H: -5.845 4.247 -13.373  0.363
H: 1.151 -3.207 -19.381  0.368
H: 6.406 1.282 -12.975  0.267
H: 5.940 2.120 -16.458  0.361
H: -2.871 -0.333 -12.229  0.125
H: 0.379 -0.692 -21.935  0.329
H: -5.481 1.969 -16.807  0.249
H: 0.935 0.958 -10.700  0.364
H: 3.579 1.722 -18.534  0.096
H: -0.242 -0.519 -19.657  0.486
H: 1.089 0.890 -21.621  0.330
H: -2.312 2.244 -10.981  0.267
H: -6.485 2.744 -12.632  0.244
H: 5.036 4.356 -16.407  0.228
H: 3.520 5.009 -17.043  0.283
H: -5.534 -0.306 -13.859  0.467
H: -3.957 -1.463 -12.069  0.414
H: -0.610 4.502 -12.014  0.389
H: -2.639 2.163 -13.382  -0.188
H: 3.727 2.716 -15.617  0.490
H: -0.066 3.219 -10.956  0.066
H: 0.254 -0.054 -16.840  0.278
H: -4.272 0.921 -13.789  -0.572
H: 0.809 0.672 -18.898  0.320
H: 2.281 1.891 -10.176  0.409
H: -2.319 -2.034 -12.471  0.401
H: -1.249 4.339 -10.329  0.458
H: -3.345 4.598 -12.823  0.334
H: -0.439 -2.921 -18.670  0.360
H: 6.590 -0.073 -11.954  0.305
H: 2.458 0.114 -10.686  0.407
H: 1.806 2.510 -12.452  0.189
H: -3.619 4.369 -11.053  0.479
H: 0.892 -3.521 -17.667  0.378
H: 2.929 0.091 -16.660  0.006
H: 4.069 2.657 -11.798  0.491
H: -3.714 -1.903 -14.794  0.446
H: -2.177 -0.535 -15.731  0.034
H: -1.430 3.227 -13.590  0.277
H: -5.897 4.096 -11.622  0.405


Entry 3:
DFT (ωB97M-V with the def2-TZVPD basis set) results for one molecule with the formula C6H7N.

total charge: 0
energy above the lowest of the compared OMol25 structures with the same formula, charge and spin: 128.12 kcal/mol
maximum force: 3.6 eV/Å
frontier orbital gap: 10.0 eV
spin multiplicity: 1
energy: -287.38307 a.u.

Last column: Mulliken charge in e.
Positions of all 14 atoms, in Å:
N: 0.630 -1.294 0.081  -0.604
C: -0.590 -0.779 0.722  -0.107
C: -0.487 0.617 1.175  -0.602
C: 0.485 1.108 -0.167  -0.457
C: -0.560 -0.949 -0.740  -0.224
C: 1.321 -0.066 -0.483  -0.300
C: 0.114 0.284 -1.353  -0.596
H: 0.216 1.914 0.472  0.530
H: 2.387 -0.171 -0.689  0.367
H: -1.111 -1.708 -1.278  0.399
H: 0.028 0.557 -2.407  0.400
H: -1.110 -1.490 1.342  0.411
H: -1.466 1.131 1.292  0.390
H: 0.059 0.751 2.130  0.394


Entry 4:
DFT (ωB97M-V with the def2-TZVPD basis set) results for C26H41N3OY as an isolated structure.

total charge: +1
energy above the lowest of the compared OMol25 structures with the same formula, charge and spin: 6.92 kcal/mol
maximum force: 0.6 eV/Å
frontier orbital gap: 8.5 eV
spin multiplicity: 1
energy: -1293.10244 a.u.

Last column: Mulliken charge in e.
Positions of all 72 atoms, in Å:
Y: -0.628 -1.161 -0.586  1.065
O: 1.179 -2.449 0.480  -0.613
N: 4.023 -1.326 -1.190  0.071
N: 1.803 -0.980 -1.118  0.347
N: 3.072 0.294 -2.606  -0.291
C: -2.186 2.055 -1.781  1.553
C: 2.980 -0.642 -1.670  -0.018
C: -0.634 -1.169 3.492  -1.984
C: -2.537 3.469 -1.295  -1.802
C: -1.963 -3.258 -1.404  -0.761
C: -1.239 0.321 1.462  -0.844
C: 2.066 -1.955 -0.218  0.420
C: 3.534 -2.308 -0.235  -0.547
C: -3.465 1.361 -2.246  -1.587
C: -2.479 0.517 3.632  -1.717
C: -0.606 -3.531 -1.727  -0.597
C: -0.216 -2.642 -2.741  -0.638
C: 0.858 2.029 3.102  -1.738
C: 2.208 0.075 2.256  -1.685
C: 1.293 1.241 1.856  2.091
C: 5.396 -1.222 -1.648  -1.131
C: 0.022 0.884 1.058  0.402
C: -1.540 1.324 -0.618  -0.173
C: -2.704 -1.537 2.245  -1.812
C: -1.219 2.165 -2.962  -1.602
C: -2.176 0.619 0.427  -0.400
C: 2.180 2.195 1.042  -2.073
C: -0.191 1.454 -0.231  0.564
C: -1.319 -1.808 -3.051  -0.579
C: -1.723 -0.443 2.704  1.959
C: -2.404 -2.212 -2.237  -0.489
H: 0.746 -2.624 -3.229  0.592
H: 6.048 -1.649 -0.891  0.379
H: 0.095 -0.498 3.938  0.294
H: -0.334 2.751 -2.705  0.309
H: -3.256 0.372 -2.656  0.131
H: 1.684 -0.806 2.608  0.024
H: 2.832 -0.213 1.407  0.170
H: 2.891 0.403 3.042  0.618
H: 5.678 -0.176 -1.764  0.391
H: -0.095 -1.893 2.874  0.265
H: -2.985 4.053 -2.102  0.465
H: 3.943 0.536 -3.043  0.216
H: -3.612 -1.135 1.801  0.345
H: 5.548 -1.755 -2.588  0.345
H: -2.569 -3.827 -0.715  0.596
H: -3.234 0.412 0.471  0.279
H: -3.952 1.950 -3.025  0.469
H: -1.703 2.664 -3.803  0.465
H: -1.643 3.992 -0.949  0.332
H: -2.232 -2.195 1.500  0.365
H: 1.737 2.422 3.618  0.536
H: 0.005 -4.304 -1.287  0.512
H: -2.990 -2.178 3.079  0.475
H: -0.895 1.178 -3.305  0.138
H: -1.830 1.303 4.017  0.248
H: 0.226 2.872 2.819  0.313
H: 3.678 -3.334 -0.581  0.471
H: -4.179 1.244 -1.429  0.330
H: -1.354 -1.086 -3.853  0.650
H: 0.549 2.001 -0.791  0.690
H: -1.101 -1.724 4.307  0.601
H: 2.235 0.781 -2.880  0.161
H: 1.672 3.129 0.802  0.354
H: 3.986 -2.187 0.750  0.395
H: 2.520 1.734 0.111  0.222
H: -3.305 0.996 3.105  0.320
H: -3.246 3.431 -0.468  0.340
H: 3.066 2.441 1.631  0.465
H: 0.302 1.425 3.813  0.248
H: -2.891 -0.026 4.485  0.476
H: -3.416 -1.842 -2.302  0.618


Entry 5:
DFT (ωB97M-V with the def2-TZVPD basis set) results for C26H28IrN5O4S2 as an isolated structure.

total charge: 0
energy above the lowest of the compared OMol25 structures with the same formula, charge and spin: 0.00 kcal/mol
maximum force: 1.8 eV/Å
frontier orbital gap: 7.4 eV
spin multiplicity: 1
energy: -2483.08787 a.u.

Last column: Mulliken charge in e.
Positions of all 66 atoms, in Å:
Ir: -0.408 0.974 0.962  1.734
S: -1.742 2.451 -0.197  -0.562
S: -4.368 1.875 -1.437  -0.183
O: 5.870 0.505 -0.311  -0.661
O: -1.958 0.824 2.446  -0.775
O: 5.862 1.666 3.595  -0.525
O: 0.617 -0.571 1.845  -1.014
N: -1.560 -0.485 -0.084  0.471
N: 5.042 1.594 1.483  -0.117
N: -2.775 -0.028 -0.593  -1.094
N: 1.206 1.182 -0.222  -0.037
N: -1.942 1.133 4.662  -0.400
C: 0.044 -2.263 0.145  0.197
C: 1.489 -4.253 0.183  -0.931
C: 3.581 1.125 -0.389  0.115
C: -4.175 1.161 -3.106  -1.253
C: -2.887 1.248 -0.676  0.557
C: -1.606 1.509 3.434  0.635
C: 0.815 -1.706 1.221  0.845
C: 6.257 1.493 2.250  -0.451
C: 4.931 1.036 0.256  0.289
C: 0.212 2.612 2.084  -1.199
C: 1.921 -2.453 1.697  -0.559
C: 2.255 -3.685 1.202  -0.462
C: -0.884 2.785 3.167  -0.626
C: -2.825 2.902 -4.318  -0.275
C: -2.926 1.611 -3.807  0.434
C: -1.946 -2.428 -1.490  -1.332
C: 2.254 1.244 -2.364  -0.673
C: -1.666 3.327 -4.946  -0.682
C: 1.129 1.245 -1.563  0.451
C: 0.421 -3.546 -0.313  -1.020
C: -0.678 1.173 -4.574  -0.666
C: -1.839 0.754 -3.935  0.114
C: -0.586 2.462 -5.077  -0.430
C: 3.502 1.176 -1.772  -0.705
C: -1.156 -1.652 -0.465  1.144
C: 2.411 1.116 0.352  -0.231
H: 2.491 -1.998 2.498  0.458
H: -1.708 1.699 5.456  0.215
H: -0.548 3.336 4.049  0.432
H: 3.110 -4.215 1.605  0.394
H: 6.698 0.511 2.066  0.333
H: -5.066 1.497 -3.637  0.533
H: 2.139 1.288 -3.438  0.419
H: -4.212 0.076 -3.029  0.342
H: -2.586 -3.160 -0.993  0.343
H: 1.725 -5.231 -0.212  0.389
H: -1.604 4.334 -5.338  0.393
H: 4.276 2.089 1.910  0.227
H: -1.700 3.368 2.725  0.269
H: 1.221 2.477 2.494  0.460
H: -3.661 3.583 -4.209  0.385
H: 6.974 2.264 1.949  0.294
H: 4.415 1.150 -2.353  0.504
H: -1.292 -2.960 -2.175  0.450
H: 6.645 1.823 4.131  0.312
H: -2.487 0.296 4.788  0.251
H: -0.162 -4.018 -1.087  0.284
H: 0.152 0.484 -4.680  0.608
H: 0.131 1.308 -1.972  -0.144
H: 2.406 0.989 1.425  0.555
H: 0.243 3.571 1.555  0.501
H: -2.590 -1.762 -2.051  0.103
H: -1.904 -0.253 -3.540  0.150
H: 0.317 2.792 -5.575  0.414